No. 1
{"formula": "C5H9NO", "method": "wB97M-V/def2-TZVPD", "total_energy_ev": -8862.5883, "homo_ev": -7.75, "orbital_gap_ev": 8.584, "species": ["O", "C", "C", "C", "C", "N", "C", "H", "H", "H", "H", "H", "H", "H", "H", "H"], "coordinates": [[-2.082, -0.826, 1.196], [-1.255, -0.676, 0.074], [-0.899, 0.787, -0.321], [0.598, -0.170, -0.897], [1.817, 0.622, -0.784], [0.807, 1.358, -0.034], [0.186, -1.196, 0.132], [-1.576, -0.569, 1.978], [-1.779, -1.141, -0.766], [-1.181, 1.429, 0.531], [-1.341, 1.200, -1.224], [2.208, 1.133, -1.665], [2.599, 0.237, -0.124], [0.937, 1.133, 0.957], [0.319, -2.232, -0.195], [0.641, -1.089, 1.141]], "forces_ev_per_angstrom": [[0.1, 0.1, 0.2], [0.1, 0.0, -0.3], [-0.5, 0.2, 0.2], [0.3, -0.3, -0.1], [0.2, 0.0, -0.1], [0.0, 0.1, 0.2], [0.0, -0.1, 0.0], [-0.1, -0.1, -0.1], [0.1, 0.1, 0.1], [0.0, -0.1, -0.1], [0.1, -0.1, 0.1], [-0.1, -0.1, 0.1], [-0.1, 0.0, -0.1], [0.0, 0.0, -0.2], [0.0, 0.2, 0.0], [0.0, 0.0, -0.1]]}

No. 2
{"formula": "C5H9NO", "method": "wB97M-V/def2-TZVPD", "total_energy_ev": -8865.8972, "smiles": "C[C@H]1N[C@H]1CC=O", "homo_ev": -9.65, "orbital_gap_ev": 10.688, "species": ["C", "C", "N", "C", "C", "C", "O", "H", "H", "H", "H", "H", "H", "H", "H", "H"], "coordinates": [[1.358, -0.644, -1.087], [-0.106, -0.751, -0.861], [-0.576, -1.763, 0.199], [-0.911, -0.353, 0.283], [-0.254, 0.516, 1.321], [-0.381, 1.960, 0.871], [-0.781, 2.295, -0.220], [1.895, -1.126, -0.266], [1.622, -1.165, -2.015], [1.641, 0.404, -1.179], [-0.746, -0.611, -1.743], [-0.883, -2.198, -0.673], [-1.900, -0.005, -0.006], [0.817, 0.290, 1.447], [-0.705, 0.419, 2.313], [-0.092, 2.730, 1.617]], "forces_ev_per_angstrom": [[0.2, 0.3, 0.0], [0.4, 1.0, -0.2], [1.0, 0.0, -1.2], [-0.1, 0.5, -0.3], [-0.2, -0.1, 0.1], [-0.1, 0.1, -0.2], [0.2, -0.1, 0.5], [0.0, 0.2, -0.1], [0.0, 0.1, 0.2], [0.3, 0.1, -0.1], [0.4, -0.8, -0.1], [-2.0, -1.1, 1.2], [-0.1, -0.1, 0.3], [-0.2, 0.0, 0.0], [0.0, 0.0, 0.0], [0.0, -0.1, -0.1]]}

No. 3
{"formula": "C5H9NO", "method": "wB97M-V/def2-TZVPD", "total_energy_ev": -8862.8679, "homo_ev": [-8.70, -7.29], "orbital_gap_ev": [9.404, 7.375], "species": ["C", "C", "C", "C", "C", "N", "O", "H", "H", "H", "H", "H", "H", "H", "H", "H"], "coordinates": [[-0.704, -1.082, 0.605], [-0.407, 0.082, -1.330], [-0.882, 1.400, -0.788], [0.258, 1.283, 0.239], [0.412, -0.241, -0.184], [1.558, -0.986, -0.195], [1.912, -1.228, 1.147], [-1.654, -0.557, 0.725], [-0.233, -1.266, 1.580], [-0.849, -2.038, 0.099], [-0.443, -0.349, -2.327], [-0.809, 2.254, -1.469], [-1.901, 1.386, -0.373], [0.062, 1.470, 1.297], [1.144, 1.831, -0.085], [2.536, -1.960, 1.060]], "forces_ev_per_angstrom": [[1.0, -0.1, 0.9], [-0.1, 0.5, -2.4], [-0.1, 0.0, -0.3], [0.6, -0.4, 0.5], [-2.9, 0.5, 1.7], [1.6, -0.9, 0.5], [0.0, 0.1, -1.0], [0.3, 0.0, -0.1], [-0.5, -0.1, 0.0], [0.0, 0.1, 0.0], [-0.1, 0.1, 0.2], [0.0, -0.1, 0.1], [0.2, 0.0, 0.0], [0.0, 0.0, -0.1], [-0.1, 0.0, 0.1], [0.1, 0.2, 0.0]]}